Record 1
Computed, not measured: an isolated molecule of C24H31N3O4S, with ωB97M-V/def2-TZVPD.

Gap between HOMO and LUMO (eV): 8.3

```
! RIJCOSX wB97M-V def2-TZVPD def2/J DEFGRID3
* xyz 0 1
C -0.190 -5.207 -0.170
C -0.750 -3.916 -0.758
H -1.530 -4.143 -1.488
H -1.187 -3.286 0.026
O 0.218 -3.196 -1.501
C 1.218 -2.538 -0.869
C 1.285 -2.286 0.501
C 2.348 -1.564 1.017
C 3.344 -1.099 0.183
C 3.303 -1.362 -1.176
C 2.243 -2.069 -1.701
H 2.182 -2.288 -2.755
H 4.119 -1.028 -1.797
S 4.710 -0.155 0.868
O 4.788 -0.473 2.265
O 5.853 -0.363 0.031
N 4.325 1.453 0.769
C 3.370 1.994 1.709
C 2.173 2.640 1.001
H 2.403 3.674 0.739
H 1.313 2.651 1.673
C 1.859 1.877 -0.290
C 0.581 2.433 -0.915
O 0.615 3.254 -1.813
N -0.598 2.013 -0.398
C -0.833 0.998 0.601
H 0.094 0.650 1.049
C -1.586 -0.191 -0.029
N -2.827 0.244 -0.627
C -3.994 0.249 0.133
C -4.912 1.302 0.106
C -6.090 1.236 0.827
C -6.387 0.129 1.601
C -5.490 -0.926 1.630
C -4.318 -0.872 0.905
H -3.656 -1.726 0.921
H -5.711 -1.807 2.216
H -7.304 0.085 2.168
H -6.778 2.068 0.788
H -4.716 2.190 -0.474
C -2.574 1.276 -1.609
H -3.509 1.585 -2.074
C -1.837 2.475 -1.000
H -1.584 3.208 -1.766
H -2.451 2.948 -0.226
H -1.938 0.836 -2.386
H -1.776 -0.933 0.744
H -0.960 -0.636 -0.810
H -1.462 1.431 1.391
C 3.032 2.039 -1.267
C 4.374 2.098 -0.518
H 5.165 1.602 -1.080
H 4.673 3.138 -0.352
H 2.884 2.959 -1.834
H 3.019 1.208 -1.973
H 1.732 0.816 -0.064
H 3.056 1.170 2.352
H 3.874 2.735 2.342
H 2.426 -1.375 2.077
H 0.525 -2.648 1.175
H 0.211 -5.830 -0.965
H 0.608 -4.999 0.539
H -0.982 -5.750 0.338
*
```

Record 2
Computed, not measured: a cluster of 2 separate species, C2H8N2O3 in total, with ωB97M-V/def2-TZVPD.

Gap between HOMO and LUMO (eV): 10.1

```
! RIJCOSX wB97M-V def2-TZVPD def2/J DEFGRID3
* xyz 0 1
C 0.296 -0.783 1.670
C -0.298 2.074 -1.493
N -1.379 -2.373 1.175
N -0.413 -1.694 0.741
O 0.359 1.009 -0.934
O 0.082 -1.870 -0.363
O 1.133 0.503 -1.984
H -0.417 -0.535 2.388
H 1.237 -1.298 2.098
H 0.535 0.186 1.039
H -0.645 1.749 -2.557
H 0.481 2.992 -1.608
H -1.231 2.392 -0.931
H -1.464 -2.269 2.200
H 1.725 -0.083 -1.442
*
```

Record 3
Computed, not measured: an isolated molecule of C21H26N2O4S, with ωB97M-V/def2-TZVPD.

Gap between HOMO and LUMO (eV): 9.6

```
! RIJCOSX wB97M-V def2-TZVPD def2/J DEFGRID3
* xyz 0 1
O -4.852 -0.763 1.394
C -4.497 -0.967 0.252
N -4.165 0.029 -0.602
H -3.709 -0.191 -1.473
C -3.956 1.380 -0.131
H -4.377 2.078 -0.860
H -4.477 1.472 0.824
C -2.460 1.666 0.058
C -2.152 3.080 0.581
H -1.375 3.016 1.342
C -1.615 3.802 -0.654
H -2.432 4.217 -1.246
C -0.955 2.647 -1.400
H 0.033 2.429 -0.974
H -0.861 2.808 -2.476
O -1.821 1.542 -1.211
H -0.911 4.593 -0.409
H -3.034 3.557 1.003
H -2.050 0.911 0.741
C -4.492 -2.375 -0.337
H -4.620 -3.055 0.505
H -5.376 -2.475 -0.972
C -3.236 -2.740 -1.144
C -1.994 -2.069 -0.623
C -1.113 -1.458 -1.509
C -0.041 -0.719 -1.041
C 0.144 -0.598 0.320
C -0.678 -1.252 1.220
C -1.739 -2.000 0.745
H -2.398 -2.492 1.443
H -0.493 -1.136 2.276
S 1.349 0.554 0.939
O 0.709 1.488 1.820
O 2.103 1.100 -0.157
N 2.282 -0.435 1.927
H 2.870 0.138 2.514
C 3.011 -1.478 1.226
C 4.064 -0.955 0.284
C 5.154 -0.254 0.783
C 6.108 0.265 -0.073
C 5.983 0.084 -1.440
C 4.903 -0.619 -1.944
C 3.949 -1.135 -1.086
H 3.102 -1.678 -1.483
H 4.801 -0.760 -3.010
H 6.725 0.493 -2.109
H 6.949 0.813 0.327
H 5.256 -0.113 1.851
H 3.461 -2.129 1.983
H 2.263 -2.054 0.674
H 0.629 -0.200 -1.707
H -1.288 -1.526 -2.573
H -3.369 -2.469 -2.194
H -3.106 -3.826 -1.110
*
```

Record 4
Computed, not measured: a structure of composition C24H25CrI2NO3, with ωB97M-V/def2-TZVPD.

<S²>: 0.83
Gap between HOMO and LUMO (spin up / spin down) (eV): 7.6 / 7.8

```
! RIJCOSX wB97M-V def2-TZVPD def2/J DEFGRID3
* xyz 1 2
Cr -0.988 0.452 -0.738
O 1.001 -0.462 -0.319
C 1.060 -1.065 1.015
C -0.141 -0.439 1.753
O -0.132 -0.169 2.916
O -1.181 -0.267 0.935
C 0.834 -2.563 0.851
C 1.735 -3.280 0.068
C 1.563 -4.638 -0.145
C 0.492 -5.301 0.445
C -0.396 -4.598 1.244
C -0.228 -3.231 1.447
C 2.381 -0.747 1.688
C 3.254 0.199 1.165
C 4.455 0.479 1.809
C 4.782 -0.179 2.983
C 3.908 -1.123 3.511
C 2.717 -1.410 2.865
H 1.619 -0.936 -0.890
H 2.605 -2.787 -0.359
H 2.274 -5.185 -0.752
H 0.361 -6.365 0.291
H -1.223 -5.111 1.719
H -0.932 -2.700 2.077
H 3.011 0.721 0.250
H 5.133 1.211 1.388
H 5.715 0.039 3.485
H 4.158 -1.641 4.428
H 2.042 -2.149 3.281
C 0.831 2.634 0.316
N -0.586 2.386 -0.025
C -1.412 2.700 1.175
C -1.016 3.270 -1.140
C -2.315 2.747 -1.691
C -3.226 3.566 -2.341
C -4.406 3.025 -2.834
C -4.685 1.674 -2.657
C -3.768 0.852 -2.015
C -2.564 1.375 -1.535
H 0.971 3.677 0.615
H 1.461 2.424 -0.548
H 1.131 1.995 1.144
H -1.249 3.746 1.447
H -1.119 2.061 2.003
H -2.465 2.542 0.957
H -0.238 3.250 -1.907
H -1.096 4.302 -0.787
H -3.023 4.626 -2.454
H -5.122 3.662 -3.338
H -5.621 1.263 -3.014
H -4.014 -0.192 -1.863
I -1.593 -2.056 -2.032
C -1.399 -0.914 -3.802
I 0.072 0.587 -3.491
H -2.339 -0.406 -3.973
H -1.091 -1.552 -4.619
*
```

Calculated F_max in order - 1.18, 3.69, 0.97, 0.47 eV Å⁻¹
Calculated relative energy (zero: lowest compared OMol25 entry of this formula, charge and spin) in order - 44.84, 167.46, 10.89, 0.00 kcal per mole